1.
Formula: CHClFO3
Source: the OMol25 dataset
Level of theory: ωB97M-V with the def2-TZVPD basis set

```
7
Properties=species:S:1:pos:R:3:forces:R:3
C 0.2908 0.3644 -0.6480 0.5 2.7 -4.3
O -1.2928 -1.8631 1.3611 0.1 -2.5 0.3
O 0.1292 -0.7457 -0.1774 2.3 -3.0 -1.0
O -1.0478 -0.8258 0.9666 -2.2 3.1 1.6
F -0.6510 1.2404 -0.5788 -1.2 0.7 0.7
Cl 1.7080 1.2164 0.7186 0.8 0.3 0.7
H 0.8637 0.6134 -1.6420 -0.3 -1.2 2.0
```
Positions in Å, forces in eV/Å.

Calculated values
- E_HOMO (spin up / spin down) (eV) = -17.65 / -17.26
- energy above the lowest of the compared OMol25 structures with the same formula, charge and spin (kJ/mol) = 289.9
- Kohn-Sham gap (spin up / spin down) (eV) = 10.4 / 7.3
- charge = +1

Löwdin atomic charge list, values in e, 2 entries: -0.591, 0.293



2.
Formula: CH2P2
Source: the OMol25 dataset
Level of theory: ωB97M-V with the def2-TZVPD basis set

```
5
Properties=species:S:1:pos:R:3:forces:R:3
C -0.3289 -0.0907 0.6630 -1.4 -3.1 -1.4
P -0.6039 -1.4496 -0.8395 0.1 2.8 3.5
P 0.9415 0.0886 -0.4297 2.1 0.3 -1.4
H -0.4129 0.2493 1.6882 -0.8 -0.5 -0.1
H 0.4041 1.2023 -1.0821 0.0 0.6 -0.6
```
Positions in Å, forces in eV/Å.

Calculated values
- E_HOMO (spin up / spin down) (eV) = -8.28 / -8.31
- energy above the lowest of the compared OMol25 structures with the same formula, charge and spin (kJ/mol) = 235.2
- Kohn-Sham gap (spin up / spin down) (eV) = 7.2 / 7.7

Löwdin atomic charge list, values in e, 2 entries: -0.714, 0.507



3.
Formula: CuHO3S
Source: the OMol25 dataset
Level of theory: ωB97M-V with the def2-TZVPD basis set

```
6
Properties=species:S:1:pos:R:3:forces:R:3
S 0.9600 0.1734 1.5327 -0.1 -0.1 -1.0
O 0.7176 -1.0991 0.6763 0.2 0.5 0.5
O -1.6016 -0.1643 -1.7244 0.2 -0.5 -0.6
Cu -0.1547 -0.0272 -0.7512 -0.5 0.8 0.5
O 0.5849 1.2947 0.5247 0.4 -0.8 0.5
H -2.2284 -0.8857 -1.7077 -0.2 0.0 0.1
```
Positions in Å, forces in eV/Å.

Calculated values
- multiplicity = 3
- E_HOMO (spin up / spin down) (eV) = -8.82 / -10.75
- Kohn-Sham gap (spin up / spin down) (eV) = 9.1 / 8.5
- expectation value of S² = 2.008

Löwdin atomic charge list, values in e, 2 entries: 0.870, -0.615



4.
Formula: C9H18N2O3
Source: the OMol25 dataset
Level of theory: ωB97M-V with the def2-TZVPD basis set

```
32
Properties=species:S:1:pos:R:3:forces:R:3
C 0.9264 2.1257 -1.2147 2.6 0.4 -0.9
C 1.9790 1.0198 -0.9772 -0.1 -2.0 -4.0
C 3.3990 1.4078 -0.9142 -0.9 2.2 4.3
C 1.5959 0.2377 0.2159 0.2 -1.7 -0.3
C 0.8830 -1.1216 -0.0863 1.1 -0.3 -0.5
N 0.1943 -1.3239 -1.3718 -1.7 0.5 0.1
C 0.1959 -1.6188 1.1295 -1.9 -2.3 -0.7
O 0.6344 -2.6746 1.6183 -1.4 2.5 0.4
N -1.0100 -0.9601 1.6033 -0.8 -0.9 0.2
C -2.5649 -0.5125 1.1491 1.9 -1.6 1.0
C -2.6293 0.8747 1.6516 -0.3 1.7 1.1
C -2.7510 -0.8939 -0.2672 -0.2 -0.5 -1.6
O -2.9228 -0.1742 -1.2413 0.2 -1.4 2.0
O -2.7534 -2.3222 -0.3892 -1.0 3.0 -1.0
H 1.1513 2.9772 -1.9652 -0.8 -2.0 0.7
H -0.0204 1.6938 -1.0590 -1.6 -0.3 -1.0
H 1.0920 2.5529 -0.2884 0.0 2.0 2.1
H 2.0423 0.2487 -1.8190 -0.9 1.0 0.5
H 3.7921 1.9188 -1.7034 0.7 1.7 -2.3
H 3.4837 2.0528 0.0526 0.5 -0.8 -1.5
H 3.9571 0.5445 -0.7938 1.3 -1.7 0.5
H 1.1708 0.9193 0.8860 -1.5 0.6 1.3
H 2.4399 -0.1575 0.7666 0.7 0.4 0.1
H 1.7184 -1.8510 -0.0642 -0.3 0.6 -0.6
H -0.8416 -1.4688 -1.4069 1.6 0.4 0.5
H 0.5757 -2.0465 -1.9558 0.4 -0.2 0.3
H -1.2410 -1.5355 2.3876 -0.1 -0.3 0.8
H -3.2766 -1.1439 1.7500 1.0 0.2 -0.6
H -1.8876 1.4828 0.9772 -1.3 -0.6 2.1
H -2.4268 0.6525 2.7834 0.7 1.3 -2.0
H -3.6535 1.3933 1.7866 1.4 -1.0 -1.1
H -3.2523 -2.2974 -1.2401 0.6 -1.1 0.3
```
Positions in Å, forces in eV/Å.

Calculated values
- E_HOMO (eV) = -9.01
- energy above the lowest of the compared OMol25 structures with the same formula, charge and spin (kJ/mol) = 451.0
- Kohn-Sham gap (eV) = 9.3

Löwdin atomic charge list, values in e, 2 entries: -0.032, -0.485



5.
Formula: C4H11N2
Source: the OMol25 dataset
Level of theory: ωB97M-V with the def2-TZVPD basis set

```
17
Properties=species:S:1:pos:R:3:forces:R:3
N 3.0739 0.5320 0.3415 0.0 0.2 1.8
C 1.8435 0.2298 -0.3241 0.3 0.6 -1.0
C 0.6376 0.4905 0.5550 -0.3 -1.3 1.0
C -0.5698 -0.1531 -0.0748 0.6 1.3 -0.6
C -1.7158 -0.5577 0.4278 -1.1 0.0 0.0
N -2.9086 -0.5195 -0.5144 0.5 -0.5 -0.4
H 3.0338 0.2628 1.3239 0.1 0.1 -0.3
H 3.9647 0.2176 -0.0036 -0.2 -0.2 -0.7
H 1.7586 -0.7549 -0.7855 0.1 -0.4 0.2
H 1.7479 0.9369 -1.1569 0.0 -0.1 -0.2
H 0.7650 0.1015 1.5694 0.2 0.0 0.0
H 0.4337 1.5586 0.6662 0.0 0.0 -0.1
H -0.4573 -0.0716 -1.1629 -0.6 0.1 0.0
H -2.0428 -0.8300 1.4169 0.4 0.3 0.3
H -2.6542 0.1948 -1.1979 -0.4 -0.2 -0.3
H -3.7930 -0.2355 -0.0873 0.3 0.1 0.4
H -3.1172 -1.4023 -0.9933 0.2 0.0 0.0
```
Positions in Å, forces in eV/Å.

Calculated values
- E_HOMO (eV) = -12.15
- energy above the lowest of the compared OMol25 structures with the same formula, charge and spin (kJ/mol) = 230.5
- Kohn-Sham gap (eV) = 8.4
- charge = +1

Löwdin atomic charge list, values in e, 2 entries: 0.009, -0.324



6.
Formula: C24H26N5O4ReSSi
Source: the OMol25 dataset
Level of theory: ωB97M-V with the def2-TZVPD basis set

```
62
Properties=species:S:1:pos:R:3:forces:R:3
Re -5.2506 -6.2405 -15.5656 0.1 1.7 0.8
S -8.1268 -9.2142 -17.2715 1.1 1.1 0.3
C -7.5839 -9.9125 -15.7690 -0.8 -0.9 -0.5
C -6.9125 -9.0265 -15.0035 0.4 0.4 0.7
C -6.6924 -7.7512 -15.6424 0.7 0.6 -0.6
C -7.2310 -7.6916 -16.9248 -1.1 -1.6 0.3
C -7.0187 -6.5553 -17.8216 0.8 -0.1 0.5
C -7.5419 -6.4139 -19.0962 -0.7 0.6 -0.5
C -7.1935 -5.2678 -19.8051 0.1 0.2 0.2
C -6.1278 -4.4592 -19.3701 0.0 -0.1 -0.5
C -5.5643 -4.6783 -18.1405 -1.6 -0.8 0.6
N -6.1049 -5.6451 -17.3085 0.2 -0.5 -3.3
H -7.8213 -10.9996 -15.5601 0.2 1.7 -0.2
H -6.5587 -9.2627 -13.9955 0.0 0.2 -0.5
H -8.2721 -7.1200 -19.5270 0.4 0.4 0.5
H -7.7644 -4.9266 -20.6683 0.3 -0.5 -0.1
H -5.7053 -3.7065 -20.0404 -0.3 -0.1 0.4
H -4.7919 -4.0362 -17.7547 0.2 -0.1 0.3
C -2.0745 -6.7097 -17.8788 0.4 0.3 -0.6
C -1.9958 -6.1331 -16.5062 -2.2 -1.7 -0.3
N -3.0556 -5.7342 -15.8062 0.1 2.3 1.9
C -2.5034 -5.1343 -14.5698 0.7 -0.3 -1.1
C -1.1801 -5.4858 -14.5382 -1.2 0.5 -0.2
N -0.9206 -6.1016 -15.7714 2.0 -0.1 1.5
C -0.0140 -5.2601 -13.6493 1.3 -0.6 -1.3
O -0.0197 -4.5402 -12.5303 -2.0 1.0 1.2
O 1.0290 -5.7441 -14.0652 -0.9 0.6 1.0
C -4.7945 -4.1802 -14.1053 1.4 -0.7 2.8
O -5.0334 -3.3362 -12.9847 1.3 -0.6 0.6
O -5.4646 -4.0488 -15.2216 -0.2 -1.6 -1.5
H -2.0122 -7.8015 -17.9068 -0.1 0.1 0.2
H -1.2272 -6.3248 -18.4715 -0.3 -0.2 0.2
H -2.9945 -6.3900 -18.3852 0.2 -0.1 0.3
H -0.0573 -6.6347 -15.9043 -0.2 0.6 -0.2
H -0.8875 -4.1298 -12.1426 2.0 -1.5 -1.6
C -2.7148 -2.6440 -14.5319 0.4 -0.3 -2.6
C -3.2310 -3.9478 -13.9633 -0.6 -0.8 -0.1
C -3.5661 -3.6082 -12.4754 -1.8 -0.1 -1.6
C -3.4534 -4.6595 -11.4459 -0.4 -0.2 1.5
C -3.8702 -5.9178 -11.5798 -0.8 -0.1 0.2
C -4.3861 -6.4672 -12.8367 -0.3 -1.3 -1.7
N -5.0643 -5.6426 -13.7495 1.4 -0.1 2.0
N -4.2562 -7.7210 -13.1998 -0.4 2.2 0.1
Si -3.6825 -9.1591 -12.3991 -0.3 -0.9 -0.2
C -1.8714 -9.0892 -11.9169 -0.1 1.1 -0.4
C -3.9392 -10.5714 -13.6201 2.0 0.3 0.4
C -4.8066 -9.5853 -10.9700 -0.1 0.7 0.3
H -1.7119 -2.3472 -14.1695 -0.5 -0.3 -0.1
H -3.4270 -1.8839 -14.3230 -0.5 0.8 0.5
H -2.7157 -2.6736 -15.6721 0.3 -0.1 1.3
H -3.2203 -2.6301 -12.1617 0.3 -0.1 0.1
H -3.1443 -4.3497 -10.4335 -0.1 0.0 -0.6
H -4.0427 -6.6115 -10.7463 0.8 0.4 -0.1
H -1.2857 -8.8483 -12.8266 -0.1 -0.3 0.4
H -1.5938 -10.0685 -11.5478 0.3 -0.1 0.2
H -1.6326 -8.2950 -11.1721 -0.2 -0.7 -0.4
H -3.2811 -10.4760 -14.5048 -0.7 0.1 0.1
H -4.9529 -10.8142 -13.8437 -0.6 0.0 -0.4
H -3.5095 -11.4304 -13.0981 -0.1 -0.2 0.1
H -4.4685 -9.1385 -10.0382 0.2 -0.2 0.3
H -5.0447 -10.6281 -10.8079 0.4 -0.4 0.0
H -5.7748 -9.1371 -11.1263 -0.5 0.4 -0.3
```
Positions in Å, forces in eV/Å.

Calculated values
- multiplicity = 4
- E_HOMO (spin up / spin down) (eV) = -10.77 / -11.77
- energy above the lowest of the compared OMol25 structures with the same formula, charge and spin (kJ/mol) = 595.0
- Kohn-Sham gap (spin up / spin down) (eV) = 6.2 / 7.4
- charge = +1
- expectation value of S² = 3.780

Löwdin atomic charge list, values in e, 2 entries: 1.765, 1.031



7.
Formula: C6H14O
Source: the OMol25 dataset
Level of theory: ωB97M-V with the def2-TZVPD basis set

```
21
Properties=species:S:1:pos:R:3:forces:R:3
C 0.4696 -0.5629 -0.3561 -1.9 1.3 -0.2
C 0.1947 0.9816 1.4170 -3.4 -0.1 -0.5
C 1.5893 0.0395 -1.1967 -0.2 0.1 0.0
C 0.5359 -2.0998 -0.4085 -0.9 0.6 -0.4
C -1.0241 0.4139 -1.0549 2.2 -2.1 -0.9
C -1.4784 0.9198 1.6393 2.5 0.2 1.7
O 0.5914 -0.2766 1.0075 0.9 -0.5 0.2
H 0.6614 1.2055 2.3775 -0.1 0.0 -0.1
H 0.4174 1.7539 0.6789 0.2 0.1 0.1
H 1.2783 0.0965 -2.2392 0.1 0.0 -0.1
H 2.4986 -0.5588 -1.1401 0.0 -0.1 0.1
H 1.8361 1.0463 -0.8634 -0.1 0.1 0.0
H -0.0684 -2.5278 0.3883 -0.1 0.0 -0.1
H 0.1920 -2.4783 -1.3692 0.0 0.0 -0.1
H 1.5669 -2.4228 -0.2628 0.0 0.1 0.0
H -0.5079 1.3123 -1.3793 -0.1 0.1 -0.1
H -2.0088 0.6900 -0.7003 0.4 -0.3 0.9
H -1.2623 -0.2010 -1.9208 0.3 0.1 -0.4
H -2.1299 0.2729 1.0641 0.6 0.2 -0.4
H -1.8374 1.9445 1.6971 -0.3 0.0 0.0
H -1.5143 0.4512 2.6215 -0.3 0.4 0.4
```
Positions in Å, forces in eV/Å.

Calculated values
- E_HOMO (eV) = -9.17
- energy above the lowest of the compared OMol25 structures with the same formula, charge and spin (kJ/mol) = 279.4
- Kohn-Sham gap (eV) = 10.1

Löwdin atomic charge list, values in e, 2 entries: -0.456, -0.205



8.
Formula: C14H24BF8N2O2S
Source: the OMol25 dataset
Level of theory: ωB97M-V with the def2-TZVPD basis set

```
52
Properties=species:S:1:pos:R:3:forces:R:3
C -0.5705 -2.7272 0.9609 -0.2 -0.6 -0.9
C -0.5938 -3.2135 -0.2963 0.5 0.9 0.9
C 0.2256 -2.6352 -1.4098 -0.7 -0.4 -0.2
B -0.5287 -2.3103 -2.8456 0.8 0.5 0.1
S -1.5643 -3.8762 -3.3996 -0.4 -0.2 -0.1
C 0.6329 -2.0105 -3.9762 -0.3 0.0 0.8
C 1.4727 -0.7612 -3.6768 0.0 0.3 -0.7
C 1.8879 0.0098 -4.9571 0.2 -0.1 0.4
C -1.5630 -1.0141 -2.8021 -0.3 -0.4 0.2
C -1.6216 -0.2816 -1.4883 -0.4 0.6 -0.6
O -2.1550 1.0688 -1.7171 0.0 -0.1 0.0
C -2.2344 1.8114 -0.5486 0.3 -0.3 -0.1
C -1.1375 2.8828 -0.4735 -0.4 0.4 -0.3
F -1.6324 4.0421 -1.0334 0.2 -0.1 0.0
F -0.0247 2.5693 -1.1679 -0.1 -0.1 0.3
C -0.7525 3.3037 0.9640 0.6 0.2 -0.4
F 0.0982 4.3587 0.8837 -0.3 -0.2 0.1
F -1.8795 3.7350 1.5797 0.1 -0.2 0.1
C -0.0549 2.1952 1.8257 0.2 0.2 0.2
F 1.1440 2.6645 2.2668 -0.4 -0.1 -0.1
F 0.1893 1.0847 1.0947 -0.1 0.3 0.1
C -0.8155 1.7458 3.0789 0.3 -0.7 0.2
F -1.0714 2.7846 3.9130 0.0 0.1 0.0
F -1.9723 1.1305 2.7569 -0.1 0.3 -0.1
H -0.0876 -1.7820 1.1689 0.3 -0.1 0.2
H -1.0062 -3.2791 1.7833 -0.4 0.2 0.1
H -1.2224 -4.0649 -0.5182 0.1 -0.3 0.0
H 0.7776 -1.7770 -1.0216 0.1 0.2 0.0
H 0.9889 -3.3892 -1.6373 0.1 -0.1 -0.1
H -0.8729 -4.8836 -2.8475 0.1 0.1 0.0
H 1.2939 -2.8794 -4.0217 0.1 -0.1 -0.3
H 0.1277 -1.8901 -4.9355 0.1 -0.1 -0.2
H 2.3767 -1.0143 -3.1277 0.0 -0.2 0.2
H 0.9222 -0.0501 -3.0591 -0.1 -0.1 0.2
H 1.2968 0.9145 -5.0793 -0.1 0.1 -0.1
H 1.7422 -0.6041 -5.8407 0.0 -0.1 -0.2
H 2.9373 0.3015 -4.9154 0.1 0.1 -0.1
H -1.3409 -0.2784 -3.5765 0.2 0.0 -0.1
H -2.5723 -1.3778 -3.0084 -0.1 0.1 -0.1
H -2.3284 -0.7656 -0.8162 0.2 -0.2 0.4
H -0.6450 -0.1504 -1.0295 0.1 -0.1 0.2
H -2.1624 1.1736 0.3337 -0.1 -0.1 0.1
H -3.1837 2.3414 -0.5180 -0.1 0.2 0.1
H -0.1756 1.0316 3.6030 0.1 -0.1 0.0
C 2.1184 0.4935 5.7429 0.0 0.0 0.0
O 1.9002 -0.0665 4.6850 0.0 0.0 0.0
N 3.1433 0.1252 6.5735 0.0 0.0 0.0
N 1.3492 1.5362 6.1797 -0.1 0.0 0.0
H 3.3384 0.5739 7.4468 0.0 0.0 0.0
H 3.7209 -0.6368 6.2742 0.0 0.0 0.0
H 0.5930 1.8191 5.5857 0.0 0.1 0.0
H 1.4917 2.0217 7.0435 0.1 0.0 0.0
```
Positions in Å, forces in eV/Å.

Calculated values
- E_HOMO (eV) = -4.14
- energy above the lowest of the compared OMol25 structures with the same formula, charge and spin (kJ/mol) = 0.0
- Kohn-Sham gap (eV) = 6.1
- charge = -1

Löwdin atomic charge list, values in e, 2 entries: -0.035, -0.215



Table of E (eV), in record order: -22417.958, -19642.825, -61631.432, -18744.342, -7298.559, -61784.768, -8493.997, -55236.455